# C14H33BIO3P2Tc

A structure of composition C14H33BIO3P2Tc (ωB97M-V/def2-TZVPD, the Open Molecules 2025 dataset).

Geometry as ORCA input:
```
! wB97M-V def2-TZVPD RIJCOSX def2/J DEFGRID3
* xyz 3 4
C 1.612 -2.469 -2.188
I -1.272 -0.540 1.320
H 1.986 -3.474 -1.852
H 2.509 -1.857 -2.441
H 1.068 -2.636 -3.149
Tc 0.444 -1.777 -0.678
P 2.345 -0.918 0.519
C 2.825 0.839 0.148
C 2.131 -0.967 2.336
H 3.109 -0.914 2.805
H 4.628 -1.532 0.932
H 1.603 -1.880 2.601
H 3.624 -2.921 0.406
H 1.965 1.514 0.418
H 1.530 -0.117 2.658
C 3.837 -1.857 0.235
H 3.660 1.127 0.778
H 4.195 -1.732 -0.795
H 3.031 0.958 -0.904
P -1.555 -2.561 -1.572
C -2.494 -1.438 -2.658
C -1.358 -4.089 -2.550
H -2.250 -3.522 0.537
H -3.500 -3.762 -0.735
H -3.295 -2.156 0.061
C -2.780 -3.054 -0.305
H -0.745 -4.800 -1.978
H -2.337 -4.541 -2.759
H -3.414 -1.918 -3.023
H -1.870 -1.150 -3.517
H -0.848 -3.871 -3.498
H -2.746 -0.534 -2.087
C 0.306 -0.007 -1.725
O 0.265 0.855 -2.491
C 0.483 3.391 2.449
C -0.296 2.246 1.786
C -1.448 2.065 2.837
O 0.606 1.230 1.631
B 0.514 0.284 0.060
O -0.797 1.446 -0.354
C -0.919 2.528 0.303
C -2.405 2.811 0.260
C -0.179 3.698 -0.351
H 0.784 3.089 3.453
H -0.175 4.264 2.580
H 1.387 3.725 1.921
H -1.071 1.720 3.806
H -1.951 3.034 3.018
H -2.314 1.442 2.605
H -2.672 3.685 0.874
H -2.711 3.042 -0.768
H -3.003 1.963 0.560
H 0.906 3.561 -0.379
H -0.546 3.880 -1.369
H -0.404 4.597 0.231
*
```

Energy above the lowest of the compared OMol25 structures with the same formula, charge and spin ... 371.2 kJ/mol
Orbital gap (alpha / beta) ... 0.268 / 0.206 Eh
E_tot ... -1863.70727 Eh